# C7H14N2

A cluster of 2 separate species, C7H14N2 in total (wB97M-V/def2-TZVPD, OMol25).

Values from the calculation:
DFT total energy: -10466.03189 eV
SMILES string: Cc1c[nH]cn1.CCC
LUMO: 0.903 eV
relative energy (zero: lowest compared OMol25 entry of this formula, charge and spin): 32.3 kJ/mol

```
23
Properties=species:S:1:pos:R:3:forces:R:3
C -1.759114 0.123737 -1.427080 -0.758 1.146 0.714
C -0.384201 0.572085 -1.748193 -0.301 -0.499 -0.695
C 0.655679 -0.214556 -2.144503 -0.356 0.304 -0.026
N 1.678956 0.651374 -2.438517 0.455 -0.927 0.340
C 1.239970 1.897577 -2.154455 -0.364 0.526 -0.331
N -0.017400 1.889791 -1.790961 0.071 0.018 0.299
H -2.130429 -0.702929 -1.993827 0.185 -0.767 -0.315
H -2.499808 0.915046 -1.585569 0.348 0.165 -0.174
H -1.853156 -0.077271 -0.365932 0.007 -0.352 0.251
H 0.736425 -1.273189 -2.295089 0.062 -0.138 0.048
H 2.603134 0.268393 -2.549257 0.207 0.698 -0.222
H 1.766258 2.815554 -2.350312 0.418 -0.149 0.085
C -0.824523 -1.631203 2.121056 -0.236 0.257 0.397
C -0.208474 -0.310361 2.555556 1.187 -0.048 0.679
C 0.950736 0.146654 1.629189 -0.790 0.067 0.054
H -0.061493 -2.404689 2.007133 0.084 0.205 -0.387
H -1.387004 -1.463211 1.205410 0.029 -0.440 -0.157
H -1.486392 -2.041439 2.881830 -0.321 0.170 0.013
H -0.905720 0.514965 2.716644 -0.354 -0.293 -0.427
H 0.218664 -0.439786 3.557257 -0.031 -0.125 -0.028
H 1.911419 0.072464 2.128361 0.114 0.253 0.086
H 1.020808 -0.475565 0.739587 -0.133 -0.036 -0.140
H 0.735664 1.166559 1.301672 0.476 -0.036 -0.063
```
Forces are in eV/Å.

Here are the natural (NBO) charges for atoms 1 to 5, given in e: number 1, C, carries -0.64; number 2, C, carries 0.09; number 3, C, carries -0.13; number 4, N, carries -0.52; number 5, C, carries 0.16

=====

# C27H42I2NO10

A structure of composition C27H42I2NO10 (wB97M-V/def2-TZVPD, OMol25).

Values from the calculation:
DFT total energy: -66847.22737 eV
LUMO: 1.999 eV
charge: -1

```
82
Properties=species:S:1:pos:R:3:forces:R:3
C -3.481807 -4.526867 1.836200 -0.637 0.740 0.158
C -3.358899 -3.019649 1.305056 1.243 -0.998 1.027
C -2.909909 -2.130901 2.580360 -0.681 0.168 -1.971
C -3.784176 -0.797501 2.538991 -0.766 -0.450 0.027
N -1.461899 -1.929911 2.433665 -0.255 0.556 4.281
C -0.877456 -1.404379 3.607472 1.762 1.036 -4.191
I -1.523925 -1.793372 5.647976 -0.281 -0.155 -0.099
C 0.260703 -0.569253 3.431070 -1.270 -0.792 -0.420
C 0.832953 -0.245481 1.979008 -0.029 0.518 1.580
I 1.376458 0.321841 5.078122 -0.403 -0.524 -0.943
H -3.280418 -5.293160 1.028698 -0.410 0.738 0.978
H -4.525592 -4.625590 2.279252 1.163 -0.312 -0.645
H -2.772541 -4.671824 2.709628 -0.586 0.106 -1.258
H -2.488952 -3.030147 0.570834 -1.196 0.468 0.797
H -4.299982 -2.628861 0.827573 0.858 -0.601 0.425
H -3.224499 -2.730966 3.487026 0.500 0.731 -0.571
H -4.042005 -0.541860 1.458205 0.626 -0.011 1.314
H -3.326505 0.080563 3.077115 -0.343 -0.950 -0.595
H -4.792381 -1.036393 3.023138 1.155 0.420 -0.469
H -0.004224 -0.264981 1.229196 0.851 -0.310 0.796
H 1.680890 -0.955078 1.724889 -1.102 0.767 0.065
H 1.255477 0.802661 2.016867 -0.297 -1.178 -0.159
O 3.179312 0.412223 -0.309464 -0.016 0.475 0.333
C 2.783768 1.507741 -0.597467 0.003 -0.739 -0.120
O 2.342309 2.417425 0.310703 0.226 -0.155 -0.065
C 1.841873 3.571484 -0.374746 -0.155 0.326 0.078
C 2.504538 3.545437 -1.735026 0.058 0.322 -0.448
C 2.656827 2.059336 -1.992024 0.128 0.489 -0.049
H 0.752813 3.492014 -0.440818 0.039 -0.033 0.014
H 2.096213 4.470267 0.188292 -0.037 -0.203 0.171
H 1.933145 4.068351 -2.503341 -0.012 -0.024 0.078
H 3.492973 4.011193 -1.675298 -0.085 0.012 0.023
H 1.768017 1.634092 -2.463077 0.137 -0.106 -0.044
H 3.545562 1.841677 -2.581936 -0.190 -0.322 0.000
O -1.372774 2.278928 11.680337 0.365 -0.223 -0.213
C -1.419601 1.467643 10.794105 -0.065 0.582 0.233
O -0.354613 1.124663 10.026482 -0.261 0.190 0.496
C -0.778329 0.215415 8.995735 0.130 -0.259 -0.524
C -2.056080 -0.400547 9.515785 -0.398 -0.436 -0.117
C -2.650182 0.723523 10.341309 0.049 -0.529 -0.070
H -0.935107 0.780265 8.073127 0.060 -0.055 0.035
H -0.004856 -0.532878 8.823618 0.097 0.258 0.020
H -2.713844 -0.757927 8.722834 0.147 0.025 -0.032
H -1.820889 -1.248197 10.166534 -0.005 0.041 -0.065
H -3.267543 1.391321 9.736441 -0.010 0.039 0.123
H -3.214279 0.345339 11.192556 -0.070 0.353 0.004
O 5.120990 -3.471621 -4.139828 -0.209 0.384 0.174
C 4.465132 -3.417836 -3.132345 0.516 -0.050 -0.279
O 4.176522 -2.265016 -2.480785 0.157 -0.354 -0.466
C 3.473456 -2.564536 -1.263060 -0.402 0.194 0.513
C 2.870461 -3.934050 -1.480654 -0.274 -0.352 0.174
C 3.889131 -4.596159 -2.388854 -0.539 -0.010 0.150
H 4.187945 -2.551445 -0.435720 -0.018 0.055 -0.070
H 2.713501 -1.806811 -1.082495 0.295 0.102 -0.085
H 2.689328 -4.476677 -0.552486 0.002 0.128 -0.016
H 1.916270 -3.839934 -2.006952 0.054 0.018 0.079
H 4.686060 -5.082663 -1.821866 0.027 -0.035 -0.136
H 3.420912 -5.300579 -3.074791 0.359 -0.060 -0.052
O 0.787803 0.723047 -4.476777 0.307 0.487 0.050
C 1.477525 1.163323 -5.357549 -0.693 -0.318 0.122
O 2.208081 2.303461 -5.247744 -0.181 -0.268 0.208
C 2.823224 2.598487 -6.509125 0.255 0.342 -0.277
C 2.869281 1.279117 -7.247743 0.266 -0.242 -0.411
C 1.626249 0.577869 -6.735633 0.466 -0.094 -0.258
H 2.214016 3.344397 -7.027230 -0.025 -0.051 0.059
H 3.819648 3.009665 -6.343212 -0.151 0.043 0.217
H 2.894986 1.393520 -8.332012 0.000 0.082 0.079
H 3.757973 0.716484 -6.947450 -0.046 0.073 -0.029
H 0.742430 0.830978 -7.325659 -0.076 -0.050 0.157
H 1.762553 -0.501534 -6.689895 -0.309 0.052 0.094
O -1.383462 2.461334 -6.806861 -0.126 0.480 0.193
C -2.027686 2.535820 -5.793958 0.545 -0.364 -0.297
O -2.299839 3.703082 -5.155953 0.111 -0.145 -0.367
C -2.989765 3.426312 -3.928137 -0.181 0.163 0.422
C -3.606504 2.058143 -4.117944 -0.376 -0.323 0.233
C -2.603569 1.376259 -5.027987 -0.487 -0.018 0.209
H -2.264732 3.445554 -3.109796 -0.005 -0.016 -0.066
H -3.742982 4.194450 -3.750086 0.203 0.100 -0.146
H -3.780294 1.530199 -3.179868 0.044 0.103 -0.023
H -4.566630 2.151449 -4.634169 0.052 0.034 0.071
H -1.803305 0.892664 -4.462710 0.064 -0.029 -0.172
H -3.085273 0.665566 -5.697663 0.340 -0.054 -0.046
```
Forces are in eV/Å.

Here are the Löwdin charges for atoms 1 to 5, given in e: number 1, C, carries -0.14; number 2, C, carries -0.23; number 3, C, carries -0.52; number 4, C, carries -0.10; number 5, N, carries -0.07

=====

# C6H10O

A structure of composition C6H10O (wB97M-V/def2-TZVPD, OMol25).

Values from the calculation:
DFT total energy: -8428.81865 eV
LUMO: 1.096 eV
relative energy (zero: lowest compared OMol25 entry of this formula, charge and spin): 233.7 kJ/mol

```
17
Properties=species:S:1:pos:R:3:forces:R:3
C -0.217843 1.781688 0.751249 -0.162 0.033 -0.116
C -0.524942 0.285376 0.777877 0.075 0.049 -0.024
C -1.224403 -0.537502 -0.357117 -0.315 -0.179 0.037
C -0.013173 -1.612983 -0.290476 -0.542 -0.084 0.097
O 0.902674 -1.646424 -1.375934 -0.122 0.016 -0.279
C 1.218902 -0.285682 -1.059993 0.464 0.304 0.454
C 0.716379 -0.534257 0.479970 0.276 0.161 -0.346
H 0.433094 2.023691 1.607139 -0.232 -0.106 -0.198
H -1.099151 2.423413 0.817557 0.007 -0.053 -0.051
H 0.351572 2.046141 -0.148055 -0.230 0.016 0.068
H -1.009226 0.043216 1.734854 0.379 -0.135 -0.117
H -2.183358 -0.971835 -0.101222 -0.196 0.030 0.145
H -1.365156 0.080940 -1.255729 0.172 -0.720 -0.002
H -0.142335 -2.632147 0.095300 -0.657 0.391 -0.052
H 0.555425 0.304430 -1.729741 0.397 0.307 1.095
H 2.235989 0.031032 -1.280530 0.250 -0.382 0.200
H 1.365552 -0.799098 1.334851 0.439 0.352 -0.913
```
Forces are in eV/Å.

Here are the natural (NBO) charges for atoms 1 to 5, given in e: number 1, C, carries -0.61; number 2, C, carries -0.23; number 3, C, carries -0.44; number 4, C, carries 0.09; number 5, O, carries -0.53

=====

# C2H12N2O2

A cluster of 3 separate species, C2H12N2O2 in total (wB97M-V/def2-TZVPD, OMol25).

Values from the calculation:
DFT total energy: -9342.91580 eV
SMILES string: NCCN.O.O
LUMO: 0.878 eV
relative energy (zero: lowest compared OMol25 entry of this formula, charge and spin): 124.2 kJ/mol

```
18
Properties=species:S:1:pos:R:3:forces:R:3
N -1.753206 -0.094542 -0.134107 -0.895 1.494 2.159
C -0.874885 0.687642 -1.022332 -0.424 0.196 -2.141
C 0.470406 -0.083022 -1.253473 -1.520 0.097 -0.936
N 1.396364 0.286119 -0.153251 -0.453 -0.850 -0.893
H -1.429518 -0.068532 0.871236 0.714 -0.305 -1.368
H -2.552742 0.541088 0.082786 0.134 -0.833 -0.900
H -1.521338 1.017453 -1.974068 1.539 -1.337 1.670
H -0.555930 1.636573 -0.645388 0.005 0.745 0.707
H 0.905666 0.109777 -2.296797 -0.556 -0.160 1.565
H 0.140887 -1.145216 -1.193585 0.742 0.507 -0.161
H 2.235603 0.585133 -0.612131 0.703 -0.089 0.229
H 1.566121 -0.558528 0.391013 0.279 0.287 -0.068
O -0.493448 -2.691223 0.941251 0.655 -0.699 -0.055
H -1.188412 -2.180541 0.464965 0.746 -1.081 -0.294
H -0.119495 -3.518499 0.516539 -1.410 1.877 0.231
O 1.240128 1.675452 2.364342 0.925 -1.407 1.246
H 0.831911 2.448188 2.062930 -1.025 1.847 -0.602
H 1.701889 1.352677 1.590071 -0.158 -0.289 -0.391
```
Forces are in eV/Å.

Here are the natural (NBO) charges for atoms 1 to 5, given in e: number 1, N, carries -0.87; number 2, C, carries -0.22; number 3, C, carries -0.24; number 4, N, carries -0.88; number 5, H, carries 0.37